{"formula": "C26H30BCoF2N4O", "method": "ωB97M-V/def2-TZVPD", "elements": ["Co", "F", "F", "O", "N", "N", "N", "N", "C", "C", "C", "C", "C", "C", "C", "C", "C", "C", "C", "C", "C", "C", "C", "C", "C", "C", "C", "C", "C", "C", "C", "C", "C", "C", "B", "H", "H", "H", "H", "H", "H", "H", "H", "H", "H", "H", "H", "H", "H", "H", "H", "H", "H", "H", "H", "H", "H", "H", "H", "H", "H", "H", "H", "H", "H"], "positions_angstrom": [[-0.44, 1.46, 0.14], [-0.97, 4.31, -0.77], [-1.72, 3.97, 1.31], [-0.11, 1.55, -1.84], [1.53, 1.66, 0.05], [0.00, 1.49, 2.09], [2.10, 1.67, -1.19], [-1.53, -0.40, 0.15], [-0.82, -3.92, 1.23], [3.24, 1.69, -5.24], [-3.93, -0.75, 0.82], [3.68, 1.62, 1.22], [1.81, 1.55, 3.64], [0.92, 1.62, -5.87], [-1.53, -2.83, 0.74], [0.93, 1.46, 4.70], [0.56, 1.64, -4.53], [-0.84, 1.43, 3.13], [-0.43, 1.40, 4.44], [-3.14, -1.30, -1.53], [1.16, -2.58, 1.40], [2.26, 1.64, -6.23], [1.53, 1.67, -3.54], [1.12, 1.62, -2.10], [0.52, -3.81, 1.58], [0.45, -1.50, 0.90], [-2.93, -0.41, -0.30], [2.62, -2.40, 1.75], [-0.94, -1.55, 0.57], [1.32, 1.56, 2.33], [2.87, 1.70, -3.90], [-1.54, -5.25, 1.39], [-3.28, 1.02, -0.74], [2.19, 1.62, 1.15], [-1.09, 3.40, 0.23], [-3.23, 1.71, 0.10], [2.88, 1.60, 3.80], [-2.43, -0.99, -2.30], [-2.39, -5.16, 2.06], [-1.15, 1.32, 5.24], [1.06, -4.66, 1.97], [1.30, 1.42, 5.72], [4.04, 0.74, 1.76], [3.62, 1.73, -3.12], [-2.57, -3.00, 0.50], [-3.86, -1.78, 1.17], [4.07, 1.59, 0.20], [-3.73, -0.10, 1.68], [2.73, -1.73, 2.61], [-2.98, -2.36, -1.33], [-4.96, -0.57, 0.49], [3.17, -1.96, 0.92], [-4.16, -1.18, -1.92], [4.29, 1.70, -5.52], [-0.48, 1.62, -4.22], [-1.89, 1.40, 2.87], [0.98, -0.57, 0.73], [4.06, 2.51, 1.72], [-0.87, -6.01, 1.79], [-2.59, 1.36, -1.52], [2.55, 1.62, -7.27], [-4.30, 1.05, -1.14], [0.16, 1.59, -6.63], [-1.92, -5.60, 0.42], [3.08, -3.36, 2.00]], "mulliken_spin": [2.707, 0.002, 0.007, 0.010, 0.021, 0.057, -0.017, 0.022, -0.006, -0.001, -0.001, 0.003, 0.014, -0.001, 0.003, -0.010, 0.006, -0.019, 0.021, -0.002, 0.005, 0.001, 0.010, 0.018, 0.007, 0.005, -0.033, 0.002, -0.001, 0.029, 0.002, 0.000, 0.116, 0.035, 0.010, -0.002, 0.003, -0.001, 0.000, 0.001, 0.001, -0.001, 0.001, -0.002, 0.002, 0.000, 0.001, -0.001, 0.000, 0.000, 0.000, 0.000, 0.000, 0.000, 0.003, -0.004, 0.005, 0.001, 0.000, -0.027, 0.000, -0.003, 0.000, 0.000, 0.000], "multiplicity": 4, "s2": 3.773, "lumo_ev": [2.6, 2.5], "energy_ha": -2910.54254, "homo_lumo_gap_ev": [6.0, 6.0], "total_charge": -1}